The following is a DFT calculation (wB97M-V/def2-TZVPD) of a molecular structure, C4H6N2.

```
12
Properties=species:S:1:pos:R:3:forces:R:3:mulliken_charge:R:1
C -1.932 -0.415 0.130 0.0 0.0 0.0 -1.08
C -0.461 -0.232 0.150 -0.2 -0.3 0.0 1.00
C 0.331 1.069 0.017 -0.2 0.1 0.0 -0.94
N 1.196 0.658 -1.061 0.1 0.1 -0.1 -0.45
C 1.525 -0.188 0.094 0.6 -0.3 0.1 0.14
N 0.445 -1.141 0.271 -0.2 0.3 0.0 -0.63
H -2.418 0.246 0.854 0.1 -0.1 -0.1 0.31
H -2.174 -1.456 0.354 0.0 0.1 0.0 0.32
H -2.318 -0.162 -0.865 0.0 0.0 0.1 0.28
H 1.298 0.674 0.980 0.0 0.0 0.1 0.25
H 1.932 1.357 -1.185 -0.1 -0.1 0.0 0.31
H 2.576 -0.411 0.261 -0.1 0.1 0.0 0.50
```
Forces are in eV/Å.

Results
Energy relative to the best compared isomer or geometry (same formula, charge and spin) = 122.37 kcal per mole
Largest force on an atom = 0.6 eV Å⁻¹
E_HOMO = -8.961 eV
Net charge = 0
Calculated total energy = -265.340557 a.u.
HOMO-LUMO gap = 9.54 eV
E_LUMO = 0.57 eV
Molar mass = 82.1 g/mol